1.
Computed, not measured: a 2-piece molecular cluster, C6H16 overall, with ωB97M-V/def2-TZVPD.

The geometry in XYZ format:
```
22
Properties=species:S:1:pos:R:3:forces:R:3:lowdin_charge:R:1
C 0.4518 2.5723 -0.3237 1.6 1.4 -1.0 -0.098
C -2.2107 -1.8627 1.8456 2.0 -0.1 -0.5 -0.166
C 1.3095 1.3164 -0.5001 0.4 -1.3 0.7 -0.485
C 0.4373 0.0664 -0.1672 1.7 -0.7 0.1 -0.097
C 1.8903 1.2266 -1.8930 -0.6 -1.2 -2.9 -0.125
C -1.5863 -2.9722 0.9663 -0.6 1.7 -0.7 -0.162
H -0.3484 0.4513 0.4538 -0.8 -0.6 0.1 0.052
H 2.1208 1.2899 0.2564 -0.3 0.3 -0.5 0.126
H -0.6582 -2.5774 0.5234 -0.3 -0.5 0.1 0.046
H 2.7741 1.8046 -2.2175 -0.5 0.4 0.7 0.074
H -1.4058 -1.5246 2.5155 -0.4 0.0 0.2 0.061
H -1.4373 -3.8827 1.4934 0.4 -0.7 0.6 0.047
H -2.9847 -2.3139 2.4265 -0.9 0.3 0.3 0.047
H -2.4666 -0.9792 1.2302 -0.4 -0.6 0.4 0.065
H 1.0522 1.4418 -2.6282 0.8 0.3 0.7 0.092
H 2.1527 0.2054 -2.2965 -0.1 0.5 1.2 0.080
H 0.6738 3.2059 -1.2362 0.1 0.0 1.4 0.081
H 0.7146 3.1120 0.6454 -0.9 -0.6 -1.4 0.099
H -2.3104 -3.1775 0.1827 0.2 -0.2 -0.4 0.058
H -0.5892 2.3588 -0.5082 -0.5 -0.1 0.7 0.062
H 1.0010 -0.7071 0.3796 0.2 0.7 0.6 0.071
H 0.1964 -0.6245 -0.9810 -0.9 1.0 -0.6 0.074
```
Positions in Å, forces in eV/Å.

Net charge   0
SMILES   CC(C)C.CC

---

2.
Computed, not measured: the molecule C5H8FNO, with ωB97M-V/def2-TZVPD.

The geometry in XYZ format:
```
16
Properties=species:S:1:pos:R:3:forces:R:3:lowdin_charge:R:1
F 1.8141 1.6071 -0.4755 -1.3 -0.6 1.8 -0.078
O -2.2612 -0.0318 0.5343 2.3 -3.3 3.4 -0.064
N 0.1201 -1.6547 -0.3151 1.1 2.7 0.7 0.139
C -0.4228 -0.4522 -0.9813 1.1 -2.2 -3.1 -0.214
C -0.0459 0.7750 0.9906 -2.8 -2.4 1.0 -0.090
C -1.0513 0.4487 -0.0331 -3.0 0.2 -0.2 -0.424
C 1.1768 0.4769 0.3327 7.4 2.7 4.0 -0.270
C 1.0498 -0.4189 -0.6977 -5.5 -4.0 0.1 -0.161
H -0.1440 1.7310 1.3035 0.0 3.1 1.1 0.108
H -1.3725 1.2941 -0.5632 -0.3 1.5 -0.9 0.147
H 1.6690 -0.5726 -1.4614 2.8 -0.5 -2.5 0.112
H 0.5132 -2.3343 -0.9212 -0.4 -0.9 -1.0 0.073
H 1.9492 0.2643 1.2030 -0.8 0.3 -2.1 0.190
H -1.7999 -0.7439 1.2766 -2.7 2.5 -3.1 0.189
H -0.4212 0.1132 1.8653 1.9 0.8 -0.9 0.168
H -0.7734 -0.5017 -2.0575 0.3 0.0 1.5 0.175
```
Positions in Å, forces in eV/Å.

Net charge   0
SMILES   O[C@H]1C[C@H](F)[C@H]2N[C@H]21

---

3.
Computed, not measured: a 10-piece molecular cluster, C45H50O25 overall, with ωB97M-V/def2-TZVPD.

The geometry in XYZ format:
```
120
Properties=species:S:1:pos:R:3:forces:R:3:lowdin_charge:R:1
O -1.2245 -2.5724 -2.9989 3.0 -2.2 -1.3 0.091
O 0.2185 7.6036 4.6301 -3.4 -2.5 -2.8 0.016
O -3.6505 -1.7524 -1.5209 1.8 -1.3 0.8 0.078
O 4.6485 3.2776 1.0481 0.1 0.3 0.6 0.071
O 3.4295 -0.8874 -1.0269 -2.5 -9.8 -3.9 0.152
O 0.9585 4.8166 -0.3499 2.7 2.1 2.8 0.139
O -0.6965 -2.6654 0.4741 1.2 -0.8 -0.4 0.032
O 0.4815 -5.1814 0.3511 0.6 2.9 0.2 0.081
O -0.6425 2.4946 -1.1049 -0.7 -3.5 0.7 0.018
O 0.0045 3.0786 4.1191 5.2 2.0 1.1 0.072
O 2.3045 -5.8104 -3.1509 -5.4 1.0 0.3 0.066
O 0.5405 -8.0074 -3.1969 3.5 9.2 -4.1 0.123
O -1.3765 4.4936 1.1671 1.6 1.2 -0.4 0.083
O 2.6355 7.4466 3.2341 2.9 2.1 2.3 0.182
O 0.7535 0.8036 -7.0189 3.6 -1.8 -1.4 0.124
O 2.6515 1.6776 0.3651 1.0 0.2 -0.8 0.101
O -1.4035 0.9156 3.2081 -0.9 -3.9 2.6 -0.046
O 3.1335 -1.2194 3.0001 -0.2 -0.9 -0.5 0.137
O -3.0195 -4.5424 -2.9479 1.5 -0.9 -0.1 0.109
O 5.0725 -5.4734 -1.5089 0.6 0.2 0.4 0.108
O -6.6885 3.1526 1.0681 -0.8 -0.6 1.0 0.063
O 7.4565 -4.7904 -0.5179 -1.1 1.4 -0.8 0.084
O 2.3685 4.0036 5.3571 -0.4 -1.3 -3.8 0.106
O 4.4875 -3.5254 2.6381 -2.5 1.2 -1.0 0.136
O 5.8065 -0.1974 -0.1229 -0.2 -2.9 -1.0 0.094
C 0.2775 0.3306 -1.6169 0.3 0.1 2.4 -0.004
C 3.6245 3.0926 1.9411 2.6 4.5 2.5 -0.173
C -0.1025 -0.6634 4.4681 -0.4 6.7 2.0 -0.002
C 1.3915 -1.8134 1.6181 -4.6 -5.5 -2.4 0.119
C -4.8665 2.1536 2.0731 0.8 3.6 3.7 -0.030
C 1.3665 2.1516 2.2021 1.1 4.4 6.4 0.128
C -0.7295 5.9756 2.7261 3.4 6.8 6.0 0.080
C 6.6935 -2.4564 -0.2689 0.4 -2.9 -1.2 0.121
C 0.0415 -6.6904 -2.9619 -4.9 -0.9 -1.3 -0.067
C -3.7105 -0.0024 -3.1389 2.7 -1.8 -1.2 -0.009
C -0.7485 1.2566 -0.8769 2.5 2.5 -2.1 -0.403
C 6.4765 -3.8444 -0.6889 4.1 5.4 3.5 -0.214
C -1.7285 0.6776 0.0391 0.5 1.4 4.9 -0.016
C -1.8155 -4.8974 -2.9799 -6.3 -4.5 0.5 -0.358
C -0.4725 5.2956 1.5291 -5.1 -3.2 0.4 -0.411
C -2.3715 -1.2804 3.5031 -1.6 2.7 1.2 0.001
C 5.6555 -1.3994 -0.4569 1.3 1.2 1.8 -0.316
C -5.7515 -0.8024 -1.8789 0.8 0.2 -1.4 0.007
C -6.2965 2.5196 2.0361 -0.4 1.8 -1.0 -0.511
C 2.6195 -2.0884 2.2951 1.0 1.9 0.9 -0.372
C 1.0255 -5.5694 -3.0679 5.0 -1.5 -0.2 -0.280
C 0.3575 6.7946 3.4231 -4.7 -1.1 1.2 -0.074
C 0.5445 -2.9134 1.0501 0.2 7.0 -0.1 -0.153
C -1.4285 -6.3494 -2.9609 8.4 2.0 0.1 0.158
C -0.9125 -3.9154 -3.0319 10.5 4.9 -0.1 -0.204
C -1.2965 1.9676 -7.7699 3.0 -6.1 -1.2 0.003
C 3.2695 -3.3734 2.0411 -3.3 -3.6 -1.1 -0.145
C 0.7445 5.3836 0.8721 7.7 4.2 0.8 -0.206
C 3.4645 3.8096 3.2101 -0.2 -3.0 -2.8 0.126
C 1.2755 2.8916 3.5361 -6.3 -3.9 -5.1 -0.113
C 0.5345 -4.2064 -3.0549 -6.0 -0.5 0.0 0.126
C 1.0905 -4.1704 0.8101 0.9 -5.7 0.4 -0.379
C -0.2065 1.4006 -6.7829 -5.9 1.6 2.0 -0.478
C -7.1525 1.9956 3.1711 -2.2 -2.5 1.1 -0.046
C 2.3285 3.5826 4.1611 2.7 1.8 2.4 -0.334
C 1.7095 6.8406 2.8711 -2.8 -1.9 -3.0 -0.457
C 2.3965 -4.4154 1.3691 5.9 3.1 1.9 0.099
C 2.6005 2.2936 1.4161 -4.5 -3.0 0.4 -0.383
C -4.2755 -0.9234 -2.0999 -1.3 0.3 -1.0 -0.516
C 1.7625 6.1976 1.5591 0.5 -4.0 -4.5 0.109
C 4.3525 -1.8454 -0.9759 -0.9 -4.3 -1.9 -0.141
C -0.7345 1.5806 -5.3099 -0.5 -3.4 -0.4 -0.015
C 5.2415 -4.2984 -1.1979 -4.0 -0.3 -2.5 -0.410
C -1.3825 -0.2464 3.7771 3.1 2.6 -2.7 -0.404
C 4.1735 -3.3134 -1.4769 -1.1 7.0 1.3 0.127
H -4.1805 2.6846 1.4781 0.2 1.0 -1.3 0.071
H -4.3355 0.0996 -3.9959 -0.7 -0.1 -0.6 0.073
H -1.4835 -0.2784 0.5141 0.2 -0.1 -0.8 0.064
H 2.8745 6.1756 1.1161 -2.8 0.2 0.8 0.174
H 7.6935 -2.0684 0.1021 -1.4 -0.9 -0.5 0.144
H -2.0875 -7.1074 -2.9349 -2.5 -2.2 0.0 0.068
H -0.0765 0.9856 -4.6709 0.6 0.9 0.2 0.054
H -6.2315 -1.7574 -1.6969 0.1 0.1 0.7 0.096
H -7.0485 0.8166 3.3961 0.1 2.5 -1.0 0.124
H 0.1085 4.5256 -0.4319 -4.1 -2.6 -2.0 0.016
H -5.7715 -0.0184 -1.1419 -1.0 0.2 0.6 0.089
H -2.0485 -2.4994 -2.6109 -3.6 0.6 1.4 0.011
H -0.9195 1.8646 -8.7549 0.7 0.2 -1.2 0.066
H -1.7185 6.3216 3.1471 0.8 -1.4 -1.0 0.137
H 0.1495 -8.5954 -2.7279 -4.5 -6.0 5.0 -0.003
H -6.0825 -0.4414 -2.8449 -0.8 0.4 0.2 0.076
H 0.0055 -0.3284 5.5571 -0.9 -0.7 -1.1 0.133
H -0.8115 7.5656 4.8461 3.2 0.2 -0.5 0.164
H -2.1445 1.3126 -7.8329 -0.9 0.2 0.9 0.085
H -0.7295 2.5856 3.8621 -1.5 -2.2 -1.7 0.030
H -1.7445 1.3816 1.0401 0.2 -1.3 -2.5 0.125
H -0.1975 -0.0884 -2.4009 -2.6 -1.0 -3.1 -0.006
H 4.5325 2.9236 0.1141 -0.7 0.0 2.0 0.153
H -3.5045 0.9786 -2.8259 0.2 1.4 0.9 0.074
H 4.1255 4.3856 3.7851 1.8 0.9 -0.4 0.105
H 0.2775 -1.5744 4.3801 1.0 -4.1 -0.6 0.025
H -0.8655 -3.2964 -0.3129 0.6 1.0 2.0 0.144
H 0.6025 0.0996 4.0781 0.1 -0.8 -0.2 0.078
H -6.8635 2.3776 4.1691 0.0 0.3 -0.7 0.074
H -2.7605 0.6756 -0.1649 -1.2 0.1 -1.1 0.052
H 0.9495 -0.8754 1.6891 -0.5 1.6 0.1 0.087
H 3.1915 -3.3794 -2.0849 2.0 -0.9 1.3 0.118
H -5.0205 1.2546 1.6981 0.6 -5.1 -1.1 0.031
H 1.2385 -3.4444 -3.0929 1.0 1.4 -0.1 0.089
H -3.1335 -0.5774 3.0061 0.0 -2.3 0.8 0.126
H -4.4155 2.2836 3.0941 -0.6 -1.1 -0.7 0.115
H 1.0255 0.9266 -2.1479 0.4 -0.2 1.0 0.091
H -2.0545 -2.1594 3.0271 0.8 -0.7 -1.6 0.069
H 0.4195 1.8336 1.8841 -0.8 -0.8 -0.9 0.070
H 7.2565 -5.3484 -1.2829 0.2 -1.0 0.2 0.113
H -8.3025 2.1256 3.0511 2.2 0.1 -0.1 0.106
H 2.9735 -5.2944 1.0571 -0.8 -0.1 0.2 0.122
H 3.5835 -0.1034 -0.7299 2.5 7.9 3.3 -0.017
H -2.4675 -1.7224 4.5161 -1.4 0.5 -0.2 0.114
H -2.7015 -0.4074 -3.5459 -1.6 0.5 0.9 0.100
H -1.6745 0.8736 -5.1259 1.2 2.2 -0.9 0.104
H 0.5265 -0.7194 -1.2099 0.4 2.1 0.5 0.103
H 4.7215 -4.3424 2.2631 1.6 -2.2 -0.3 0.087
H -1.3285 2.9026 -7.5389 -1.5 5.8 1.4 0.007
H -0.8375 2.6156 -5.0649 -0.4 0.4 0.5 0.067
```
Positions in Å, forces in eV/Å.

Net charge   0
SMILES   O=C1C=C(O)C(=O)C=C1O.O=C1C=C(O)C(=O)C=C1O.O=C1C=C(O)C(=O)C=C1O.O=C1C=C(O)C(=O)C=C1O.O=C1C=C(O)C(=O)C=C1O.CC(C)=O.CC(C)=O.CC(C)=O.CC(C)=O.CC(C)=O

---

4.
Computed, not measured: a 2-piece molecular cluster, C3H10NO3 overall, with ωB97M-V/def2-TZVPD.

The geometry in XYZ format:
```
17
Properties=species:S:1:pos:R:3:forces:R:3:lowdin_charge:R:1
O -0.1008 -2.6187 -0.9001 -3.1 -1.4 1.9 -0.148
O 2.0052 2.1427 -1.3609 1.0 4.1 -2.5 -0.041
O 0.2922 1.4925 1.3445 2.5 0.3 3.1 -0.271
N -0.6892 -1.0504 1.5883 1.6 -1.0 -1.0 -0.026
C 0.0389 -1.1831 -0.7827 1.3 -3.1 4.4 -0.298
C -0.8329 -0.5320 0.1884 -1.7 2.8 2.5 -0.356
C -0.4373 1.1884 0.3800 -2.3 -0.6 -3.4 -0.547
H 1.1084 -1.1062 -0.5517 0.0 0.6 0.5 0.123
H -0.0676 -0.7904 -1.6610 -0.9 2.3 -5.4 0.048
H -1.1304 -0.3285 2.1243 0.0 0.4 0.7 0.026
H 1.7732 2.7000 -0.6284 -0.4 -0.5 0.9 0.027
H -1.9934 -0.4548 -0.0360 2.3 -0.7 -0.1 0.140
H -0.8817 -2.9016 -0.2439 2.7 1.1 -2.1 0.130
H 0.3559 -0.9921 1.8549 -2.2 0.3 -0.6 0.094
H -1.4986 1.6975 0.4680 0.6 -0.7 -0.6 0.080
H 2.0066 1.2638 -1.1707 -0.3 -3.5 1.6 -0.041
H 0.0514 1.4727 -0.6132 -1.3 -0.3 0.1 0.061
```
Positions in Å, forces in eV/Å.

Net charge   -1

---

We obtain E_HOMO values of -11.00 -9.91 -8.86 -2.85 eV for the records listed above, in that order.
We obtain relative energy (zero: lowest compared OMol25 entry of this formula, charge and spin) values of 114.01 406.25 0.00 207.18 kJ/mol for the records listed above, in that order.
We obtain energy values of -238.15311 -425.05037 -3624.98427 -400.70855 Ha for the records listed above, in that order.